Molecular formula: C32H36BaF3N2O5Sb
Method: DFT, the ωB97M-V functional and the def2-TZVPD basis

As for the LUMO energy: 4.205 eV. Its energy is -2292.1119 Ha. The charge is -2. The HOMO-LUMO gap comes out at 6.4 eV. As for the highest occupied orbital energy: -2.24 eV. The energy relative to the best compared isomer or geometry (same formula, charge and spin) is 0.350 eV.

Positions of all 80 atoms, in Å:
Ba: 2.389 0.631 0.344
O: 1.462 2.892 3.659
C: 1.674 4.047 2.883
C: 3.138 4.191 2.470
N: 3.504 3.447 1.269
C: 3.100 4.184 0.061
C: 1.651 3.956 -0.429
O: 0.947 4.936 -0.704
O: 1.334 2.739 -0.552
C: 4.942 3.175 1.239
C: 5.304 2.003 0.295
O: 6.012 2.215 -0.692
O: 4.778 0.901 0.640
H: 1.147 2.166 3.089
H: 1.419 4.910 3.512
H: 1.012 4.075 2.015
H: 3.720 3.807 3.310
H: 3.389 5.260 2.346
H: 3.752 3.864 -0.757
H: 3.256 5.263 0.209
H: 5.246 2.872 2.242
H: 5.523 4.060 0.934
C: -2.690 2.439 0.747
C: -3.321 1.349 1.331
C: -2.589 0.511 2.152
C: -1.239 0.794 2.395
N: -0.642 1.846 1.826
C: -1.342 2.632 1.013
C: -0.389 -0.071 3.257
C: -0.970 -0.742 4.334
C: -0.200 -1.589 5.114
C: 1.141 -1.758 4.795
C: 1.696 -1.067 3.721
C: 0.969 -0.183 2.903
H: -3.213 3.113 0.080
H: -4.365 1.139 1.125
H: -3.031 -0.375 2.587
H: -0.799 3.447 0.545
H: -2.018 -0.593 4.579
H: -0.638 -2.108 5.961
H: 1.757 -2.429 5.389
H: 2.754 -1.241 3.526
C: 0.606 -0.493 -5.614
C: -0.472 -0.774 -4.579
Sb: -0.062 0.268 -2.715
C: -0.928 2.154 -3.334
C: -2.424 2.197 -3.591
C: -1.689 -0.468 -1.508
C: -2.864 -1.115 -2.228
H: 0.438 -1.044 -6.544
H: 1.593 -0.768 -5.237
H: 0.647 0.569 -5.869
H: -0.530 -1.846 -4.374
H: -1.455 -0.468 -4.947
H: -0.367 2.449 -4.226
H: -0.646 2.862 -2.552
H: -2.731 1.486 -4.365
H: -2.761 3.188 -3.914
H: -2.986 1.948 -2.688
H: -2.030 0.382 -0.914
H: -1.226 -1.166 -0.806
H: -3.372 -0.410 -2.889
H: -3.607 -1.498 -1.520
H: -2.551 -1.958 -2.846
F: -2.634 -8.205 0.513
C: -2.974 -7.191 -0.320
F: -3.257 -7.764 -1.519
F: -4.166 -6.719 0.145
C: -1.926 -6.141 -0.416
C: -1.869 -5.321 -1.540
C: -0.927 -4.317 -1.615
C: -0.010 -4.089 -0.573
C: -0.091 -4.926 0.553
C: -1.033 -5.932 0.631
C: 0.940 -3.041 -0.662
C: 1.714 -2.086 -0.733
H: -2.560 -5.467 -2.362
H: -0.877 -3.684 -2.490
H: 0.594 -4.758 1.372
H: -1.074 -6.557 1.513